The following is a DFT calculation (ωB97M-V with the def2-TZVPD basis set) of C21H23ClIrN3O6S2 as an isolated structure.

Each line ends with the natural charge from an NBO analysis.
Positions of all 57 atoms, in Å:
Ir  -0.06538  -0.34075  1.11255  1.1199
S  -2.57839  -0.90278  4.72234  0.4397
C  -1.20619  -0.02429  5.24041  -0.3902
C  -0.35019  0.27341  4.22173  -0.2833
C  -0.81521  -0.19543  2.96156  -0.0630
C  -2.00409  -0.87320  3.09948  -0.3488
C  -2.54359  -1.58086  1.96599  0.2156
C  -3.71487  -2.33043  1.91494  -0.2363
C  -4.06899  -2.94345  0.73030  -0.1386
C  -3.26021  -2.80206  -0.39076  -0.2712
C  -2.10928  -2.04828  -0.28165  0.0875
N  -1.76434  -1.46133  0.86650  -0.4094
H  -1.10043  0.23284  6.28255  0.2349
H  0.56610  0.82280  4.37604  0.2133
H  -4.32709  -2.42334  2.80148  0.2275
H  -4.97579  -3.53167  0.67635  0.2230
H  -3.51233  -3.26256  -1.33436  0.2313
H  -1.44278  -1.87811  -1.11586  0.2351
O  3.11492  -1.86667  2.48398  -0.8651
Cl  2.20398  -2.10423  1.35902  1.8548
O  2.32342  -3.46404  0.89286  -0.8023
O  0.75299  -1.98176  1.99446  -0.7961
O  1.67179  0.76336  1.26674  -0.9565
C  3.86850  2.93714  5.24870  -0.4260
N  2.96882  2.97257  4.11238  -0.5746
C  2.71989  1.91888  3.32258  0.2601
N  3.24162  0.73838  3.57480  -0.7680
S  1.70528  2.16375  1.95820  0.7554
H  3.78113  3.87612  5.78725  0.2298
H  4.90868  2.80703  4.94083  0.2052
H  3.59173  2.13565  5.93558  0.2044
H  2.60295  3.86094  3.81435  0.4149
H  3.84850  0.59271  4.36320  0.4049
H  3.03455  -0.07527  2.98818  0.4700
C  -0.92122  -0.45183  -7.03383  -0.6255
C  -0.62356  -0.03037  -5.61931  -0.0059
C  0.60720  -0.29640  -5.03531  -0.2264
C  0.89275  0.08902  -3.72920  0.0184
C  2.23777  -0.20470  -3.11962  -0.6423
C  -0.09391  0.74713  -2.99751  -0.0992
C  -1.34374  1.01905  -3.55387  0.0106
C  -2.41315  1.70868  -2.74842  -0.6356
C  -1.58564  0.63288  -4.86556  -0.2269
C  0.19977  1.15086  -1.57388  0.7889
O  0.97660  2.03659  -1.29970  -0.6132
O  -0.49057  0.42711  -0.71378  -0.8160
H  -0.02822  -0.83398  -7.52718  0.2130
H  -1.30112  0.38600  -7.62037  0.2168
H  -1.67928  -1.23740  -7.05592  0.2164
H  1.36978  -0.81032  -5.61099  0.2017
H  2.88232  -0.71759  -3.83215  0.2121
H  2.13939  -0.84172  -2.23681  0.2156
H  2.72621  0.71552  -2.79963  0.2395
H  -1.99451  2.50371  -2.13022  0.2234
H  -2.90367  1.00154  -2.07637  0.2245
H  -3.16942  2.14381  -3.40116  0.2119
H  -2.54948  0.85735  -5.31192  0.2004

gap between HOMO and LUMO	7.9	eV
F_max	0.9	eV Å⁻¹
total charge	0
energy above the lowest of the compared OMol25 structures with the same formula, charge and spin	26.51	kcal per mole
E_HOMO	-7.904	eV

The following is a DFT calculation (ωB97M-V with the def2-TZVPD basis set) of C21H23F6FeN5O8PS2SeTe as an isolated structure.

Each line ends with the Mulliken charge.
Positions of all 69 atoms, in Å:
Fe  0.30832  -0.22581  0.23864  1.1677
F  1.30890  -4.91095  1.05545  -0.1852
C  0.16611  -4.78690  1.73328  0.4304
F  -0.82197  -5.27882  0.98258  -0.2134
F  0.25220  -5.51102  2.84769  -0.2176
S  -0.18677  -3.01854  2.12324  1.3245
O  -0.16199  -2.37930  0.82639  -0.5503
O  -1.42225  -3.06774  2.83531  -0.6809
N  1.01002  -2.65090  3.06620  -0.6585
S  2.12799  -1.58046  2.80088  0.9816
O  1.87744  -0.69382  1.68468  -0.7058
O  2.57883  -1.01479  4.02796  -0.6494
C  3.56347  -2.57732  2.20222  0.6242
F  4.65569  -1.81484  2.18231  -0.2265
F  3.78602  -3.61893  3.00518  -0.2406
F  3.34120  -3.03030  0.96886  -0.1839
Se  5.19606  2.81947  -4.79022  0.0137
N  4.27042  3.53646  -3.39955  -1.0029
C  3.60871  2.52678  -2.85207  0.9792
C  2.75053  2.67513  -1.70798  0.1488
C  2.54037  3.90096  -1.05200  -0.6913
C  1.71481  3.96162  0.04268  -1.1580
C  1.08165  2.78702  0.48932  -0.3998
N  1.25036  1.63164  -0.11124  0.4816
C  2.07145  1.55155  -1.18858  -0.0076
C  2.22919  0.26930  -1.78112  -0.0646
N  1.52453  -0.76085  -1.23458  0.7249
C  1.64739  -1.96654  -1.74450  -0.5677
C  2.48074  -2.23400  -2.84427  -1.1779
C  3.18387  -1.20629  -3.41756  -0.9785
C  3.07587  0.09376  -2.89548  0.0577
C  3.77500  1.22448  -3.44900  1.1077
N  4.57825  1.13468  -4.49839  -1.0029
H  3.04820  4.77891  -1.43056  0.5143
H  1.54625  4.89097  0.56947  0.4305
H  0.43197  2.78246  1.35788  0.6917
H  1.06440  -2.74593  -1.27046  0.7757
H  2.54999  -3.24441  -3.22286  0.4831
H  3.83010  -1.36563  -4.27145  0.4943
C  -2.15606  1.17603  -2.73327  -1.3016
C  -1.32367  -0.02913  -2.31393  0.9096
C  -1.81560  -1.30978  -2.97930  -1.3641
O  -1.29608  -0.15400  -0.91308  -0.2208
H  -3.19178  1.05293  -2.40469  0.2192
H  -2.14843  1.29829  -3.81938  0.4243
H  -1.75265  2.08486  -2.28253  0.2409
H  -0.29640  0.14565  -2.66167  -0.2643
H  -1.24766  -2.16477  -2.60857  0.2017
H  -1.70081  -1.25543  -4.06494  0.3896
H  -2.87324  -1.47929  -2.75740  0.2932
C  -3.00540  4.10659  0.78350  -1.5624
C  -2.72375  2.64836  0.52137  0.7751
O  -2.88042  1.93066  1.76453  -0.4289
P  -2.31020  0.44039  1.84236  0.6840
O  -0.81942  0.43352  1.74340  -0.6153
Te  -3.43885  -0.93217  0.22208  -0.0029
O  -2.71709  0.02983  3.30991  -0.2692
C  -4.07961  -0.22024  3.70129  -0.3239
C  -4.14062  -1.55643  4.40070  -1.0948
H  -2.90089  4.67342  -0.14276  0.3903
H  -2.30485  4.50803  1.51647  0.3509
H  -4.01917  4.24173  1.16205  0.3553
H  -1.70948  2.49717  0.14560  -0.3430
H  -3.41759  2.22490  -0.20760  0.1778
H  -4.72461  -0.20857  2.81861  0.3542
H  -4.38000  0.60192  4.35183  0.2693
H  -3.81714  -2.34854  3.72653  0.1946
H  -5.16119  -1.75636  4.73247  0.4052
H  -3.48068  -1.56064  5.26814  0.2874

spin multiplicity	5
gap between HOMO and LUMO (spin up / spin down)	4.7 / 6.9	eV
F_max	0.2	eV Å⁻¹
total charge	-1
energy above the lowest of the compared OMol25 structures with the same formula, charge and spin	45.46	kcal per mole
E_HOMO (spin up / spin down)	-2.593 / -5.622	eV

The following is a DFT calculation (ωB97M-V with the def2-TZVPD basis set) of one molecule with the formula C21H23N3O at a distorted geometry.

Each line ends with the natural charge from an NBO analysis.
Positions of all 48 atoms, in Å:
C  1.61986  4.27943  0.34454  -0.2260
C  1.34613  4.72805  -0.93646  -0.2257
C  1.30876  3.83256  -1.99085  -0.1793
C  1.54644  2.47945  -1.78004  -0.0401
C  1.82392  2.03877  -0.49133  -0.2190
C  1.85693  2.93274  0.56368  -0.1923
H  2.06496  2.57435  1.56081  0.2138
H  1.98323  0.98777  -0.31002  0.2343
C  1.46462  1.50628  -2.91951  -0.4210
H  1.80828  1.98236  -3.84047  0.2099
H  2.09783  0.64345  -2.71232  0.2148
C  0.02845  0.99812  -3.14761  -0.1968
N  -0.41291  0.18421  -2.02919  -0.4496
C  -1.20021  0.91499  -1.06012  -0.2852
C  -1.14806  0.28295  0.28384  0.5447
N  -0.10858  -0.01173  0.99993  -0.5024
C  -0.65132  -0.54636  2.13329  0.3278
N  -1.95754  -0.55549  2.11150  -0.1834
O  -2.29377  -0.01288  0.90712  -0.2844
C  0.16958  -1.04068  3.22911  -0.2868
C  -0.31335  -2.22753  4.02305  -0.3941
C  -0.31982  -0.87616  4.64560  -0.3948
H  0.41272  -0.64664  5.40439  0.2162
H  -1.27224  -0.38784  4.77755  0.2288
H  0.42428  -2.94677  4.34452  0.2160
H  -1.26082  -2.65119  3.73097  0.2297
H  1.22822  -0.94538  3.03130  0.2397
H  -0.78654  1.92193  -0.96524  0.2522
H  -2.26581  0.98900  -1.34955  0.1916
C  -1.01463  -1.09392  -2.36852  -0.2515
C  -0.84370  -2.07204  -1.23526  0.0473
C  0.43815  -2.38648  -0.79859  -0.2202
C  0.62526  -3.25739  0.25671  -0.2026
C  -0.46788  -3.83281  0.88453  -0.2189
C  -1.74621  -3.53243  0.45044  -0.2098
C  -1.93276  -2.65634  -0.60599  -0.2295
H  -2.93521  -2.41533  -0.93241  0.2112
H  -2.60335  -3.97107  0.93990  0.2149
H  -0.32271  -4.51056  1.71279  0.2121
H  1.62478  -3.48733  0.59545  0.2106
H  1.28296  -1.92124  -1.28258  0.2148
H  -2.08661  -0.99012  -2.61763  0.1713
H  -0.49780  -1.48989  -3.24696  0.2111
H  -0.64168  1.85295  -3.31625  0.1781
H  0.02412  0.39246  -4.05716  0.2004
H  1.09403  4.18766  -2.98974  0.1993
H  1.16157  5.77776  -1.11499  0.2108
H  1.64842  4.97837  1.16779  0.2120

gap between HOMO and LUMO	9.5	eV
F_max	1.1	eV Å⁻¹
total charge	0
energy above the lowest of the compared OMol25 structures with the same formula, charge and spin	79.08	kcal per mole
SMILES	c1ccc(CCN(Cc2ccccc2)Cc2nc(C3CC3)no2)cc1
E_HOMO	-8.690	eV

Q: Among the records above, which one has the lowest F_max?
A: C21H23F6FeN5O8PS2SeTe